This record from OMol25 describes an isolated ion of composition C7H8N5 and charge +1 in a non-equilibrium geometry. The level of theory is ωB97M-V/def2-TZVPD.

Last column: natural (NBO) charge in e.
Atoms and positions in Å:
C -0.615 -2.753 0.875  -0.62
C -0.826 -2.205 -0.500  -0.23
N -0.075 -0.985 -0.562  -0.09
C 1.039 -0.711 -1.185  0.00
C 1.461 0.572 -0.915  -0.03
N 0.414 1.069 -0.190  -0.10
C 0.215 2.358 0.255  -0.08
C -0.679 2.849 1.079  0.46
N -1.412 2.979 2.011  -0.45
C 1.379 3.451 -0.469  0.22
N 1.869 4.286 -1.089  -0.25
N -0.518 0.137 -0.013  -0.01
H 0.476 -2.774 1.169  0.22
H -0.883 -3.837 0.767  0.25
H -1.235 -2.114 1.548  0.24
H -1.929 -2.135 -0.565  0.26
H -0.349 -2.870 -1.325  0.24
H 1.683 -1.437 -1.690  0.26
H 2.379 0.898 -1.158  0.27
H -2.395 3.222 1.957  0.43

Atomic forces in eV per Å
0.94 -1.41 0.60
0.53 -2.06 -1.01
-1.33 3.47 -0.39
3.72 -0.81 -1.07
-4.07 -2.54 0.75
-0.11 -2.32 -0.72
4.50 4.74 -2.36
-0.25 -1.29 0.51
-0.12 0.43 0.11
-4.14 -2.89 1.93
0.37 -0.14 0.14
-0.60 0.45 0.87
-1.20 0.30 -0.17
-0.31 1.02 0.90
0.59 -1.10 -0.02
0.79 0.71 -0.92
-1.16 1.08 1.36
-0.69 0.08 0.14
2.68 2.09 -0.61
-0.12 0.18 -0.06

Calculated values
Orbital gap (Eh): 0.3370
Total energy (eV): -14827.2840
Charge: +1
Strongest force on any atom (eV/Å): 6.95